Entry from OMol25: 9 unconnected molecules or ions with the total composition C41H89BClN9O16PS2 at a distorted geometry (ωB97M-V/def2-TZVPD).

The geometry in XYZ format:
```
160
Properties=species:S:1:pos:R:3
C 1.56 -0.86 4.18
C 1.83 0.19 3.29
C 0.72 0.67 2.28
C 1.10 0.83 0.77
C 1.73 2.28 0.72
C 2.82 2.85 1.64
O 3.91 3.16 1.35
Cl 2.45 3.45 3.35
C -0.28 1.28 0.01
S -1.75 1.77 1.06
C -0.59 0.37 -1.29
O -0.20 1.18 -2.41
B -2.13 0.12 -1.67
O -3.09 1.14 -1.63
O -2.62 -1.08 -2.21
C -3.89 -1.45 -1.64
C 0.35 -0.83 -0.82
S -0.94 -1.56 0.36
P 0.41 -2.01 -2.25
O 1.75 -2.48 -2.66
O -0.17 -1.40 -3.69
O -0.44 -3.42 -2.01
N 1.58 -0.38 -0.04
C 1.95 -1.59 0.79
O 1.91 -2.84 0.15
C 2.69 -3.80 0.89
C 2.84 -0.24 -0.88
C 2.64 0.48 -2.27
C 4.12 0.49 -0.38
C 4.83 0.26 0.97
C 6.22 1.02 1.02
H 1.37 -0.57 5.23
H 1.48 -1.92 3.87
H 2.81 0.68 3.41
H 0.50 1.67 2.71
H -0.11 -0.03 2.50
H 2.00 2.58 -0.32
H 0.91 2.98 1.00
H -0.20 2.24 -0.55
H -1.30 2.71 1.95
H -0.86 1.90 -2.55
H -3.60 1.12 -0.81
H -4.70 -0.82 -2.08
H -3.90 -1.36 -0.53
H -4.05 -2.53 -1.87
H -1.76 -2.39 -0.32
H -0.97 -1.89 -3.93
H -0.44 -3.82 -2.90
H 1.32 -1.72 1.71
H 2.97 -1.50 1.24
H 2.86 -3.52 1.95
H 3.64 -3.97 0.34
H 2.13 -4.76 0.90
H 3.24 -1.23 -1.20
H 2.47 1.58 -2.18
H 1.88 0.06 -2.94
H 3.61 0.38 -2.82
H 4.91 0.24 -1.13
H 4.01 1.59 -0.57
H 5.10 -0.82 1.05
H 4.28 0.53 1.89
H 6.43 1.54 0.07
H 6.11 1.81 1.79
H 7.03 0.34 1.37
C -8.09 -3.28 0.86
C -6.65 -2.86 0.86
O -6.30 -1.75 0.46
N -5.73 -3.74 1.33
C -5.95 -5.08 1.84
H -8.70 -2.48 0.46
H -8.22 -4.16 0.22
H -8.42 -3.50 1.87
H -4.78 -3.38 1.30
H -5.58 -5.12 2.87
H -5.38 -5.78 1.23
H -7.00 -5.35 1.82
C 6.39 -2.81 4.92
C 5.63 -3.32 3.73
O 4.97 -2.58 3.02
N 5.69 -4.65 3.47
C 6.41 -5.68 4.19
H 6.25 -1.74 5.01
H 6.03 -3.28 5.84
H 7.46 -3.01 4.80
H 5.15 -4.92 2.65
H 7.11 -6.16 3.51
H 5.69 -6.43 4.54
H 6.95 -5.28 5.04
C -6.09 -9.01 1.30
C -5.95 -8.51 -0.12
O -6.60 -7.57 -0.54
N -5.06 -9.14 -0.93
C -4.19 -10.26 -0.61
H -6.83 -8.41 1.82
H -6.42 -10.05 1.30
H -5.14 -8.91 1.83
H -5.02 -8.75 -1.86
H -3.15 -9.96 -0.77
H -4.42 -11.08 -1.29
H -4.32 -10.59 0.42
C 5.62 5.32 -0.49
C 6.82 4.45 -0.70
O 6.74 3.35 -1.25
N 8.02 4.90 -0.26
C 8.32 6.15 0.41
H 4.73 4.83 -0.89
H 5.46 5.49 0.58
H 5.75 6.27 -1.00
H 8.78 4.26 -0.44
H 9.04 6.70 -0.19
H 8.76 5.93 1.38
H 7.43 6.76 0.55
C -0.13 5.71 -4.57
C -0.01 4.46 -3.74
O -1.00 3.87 -3.31
N 1.23 3.98 -3.47
C 2.52 4.53 -3.88
H -1.18 5.96 -4.70
H 0.37 6.54 -4.07
H 0.31 5.55 -5.56
H 1.22 3.14 -2.92
H 3.04 3.77 -4.46
H 3.10 4.75 -2.98
H 2.41 5.43 -4.48
C -7.33 1.06 0.51
C -8.80 1.19 0.79
O -9.47 0.25 1.22
N -9.39 2.39 0.57
C -8.79 3.61 0.08
H -7.01 0.04 0.73
H -7.13 1.26 -0.55
H -6.77 1.75 1.13
H -10.38 2.40 0.79
H -8.92 4.40 0.82
H -9.29 3.91 -0.84
H -7.73 3.49 -0.12
C -4.85 0.82 5.06
C -5.81 0.83 3.90
O -5.43 0.81 2.73
N -7.14 0.85 4.17
C -7.79 0.87 5.47
H -3.83 0.80 4.68
H -4.98 1.72 5.66
H -5.00 -0.06 5.68
H -7.72 0.85 3.35
H -8.43 -0.01 5.55
H -8.41 1.77 5.54
H -7.07 0.87 6.28
C 7.06 5.24 -5.95
C 5.86 6.09 -6.29
O 5.67 7.18 -5.78
N 4.97 5.60 -7.20
C 5.02 4.34 -7.91
H 7.67 5.77 -5.21
H 6.74 4.29 -5.52
H 7.67 5.07 -6.84
H 4.20 6.23 -7.38
H 5.04 4.55 -8.99
H 4.12 3.77 -7.68
H 5.89 3.76 -7.65
```

Values from the calculation:
charge: +1
ΔE to the lowest compared entry with this formula, charge and spin: 3.649 eV
frontier orbital gap: 7.85 eV
electronic energy: -134281.9836 eV
LUMO level: -2.376 eV

=====

Entry from OMol25: a molecular structure, C23H30CdClN9O5S4Sb (ωB97M-V/def2-TZVPD).

The geometry in XYZ format:
```
74
Properties=species:S:1:pos:R:3
Cd -0.19 0.38 0.48
S -2.76 -3.88 -2.31
Sb -0.99 -3.02 -1.09
S -1.97 -1.27 0.25
S 0.85 -2.55 -2.40
Cl 5.22 -3.69 4.89
C 4.10 -3.06 3.69
C 4.21 -3.50 2.35
C 3.36 -3.03 1.40
C 2.32 -2.06 1.70
O 1.57 -1.62 0.81
C 2.23 -1.67 3.08
C 1.20 -0.79 3.53
O 0.34 -0.23 2.86
C 3.12 -2.18 4.04
H 4.98 -4.22 2.10
H 3.41 -3.38 0.37
H 1.19 -0.62 4.63
H 3.02 -1.86 5.07
N -6.06 -0.68 4.35
C -4.96 0.16 4.09
C -5.16 1.51 3.79
C -4.08 2.33 3.51
C -2.79 1.82 3.55
C -2.58 0.49 3.88
C -3.66 -0.34 4.15
S -1.42 2.81 3.05
O -0.28 2.38 3.82
O -1.82 4.19 3.15
N -1.13 2.37 1.52
C -1.92 2.84 0.52
N -1.43 2.52 -0.70
C -2.11 2.94 -1.76
C -3.27 3.68 -1.64
C -3.70 3.93 -0.35
N -3.05 3.53 0.73
H -6.89 -0.40 3.86
H -5.85 -1.65 4.14
H -6.17 1.90 3.75
H -4.22 3.37 3.24
H -1.57 0.10 3.87
H -3.50 -1.39 4.37
H -1.71 2.63 -2.72
H -3.83 4.01 -2.51
H -4.62 4.48 -0.17
N -1.53 -1.23 -4.54
C -1.81 -0.40 -3.47
N -3.11 -0.45 -3.00
O -0.96 0.33 -2.98
H -2.05 -2.10 -4.50
H -0.53 -1.44 -4.51
H -3.51 -1.38 -3.04
H -3.12 -0.12 -2.04
C 4.22 2.61 0.63
N 2.99 2.46 -0.13
C 1.84 3.08 0.51
C 2.77 1.27 -0.80
N 1.65 0.66 -0.75
N 3.88 0.79 -1.50
C 3.80 -0.56 -2.03
C 4.59 1.72 -2.36
H 4.06 2.32 1.68
H 4.54 3.65 0.61
H 5.00 1.98 0.22
H 2.07 4.13 0.68
H 1.61 2.62 1.48
H 0.97 3.00 -0.13
H 1.58 -0.15 -1.37
H 3.20 -0.61 -2.95
H 3.35 -1.23 -1.31
H 4.81 -0.90 -2.26
H 4.50 2.73 -1.98
H 4.20 1.69 -3.38
H 5.66 1.45 -2.40
```

Values from the calculation:
charge: -2
ΔE to the lowest compared entry with this formula, charge and spin: 1.046 eV
frontier orbital gap (alpha / beta): 5.72 / 6.29 eV
<S²>: 0.760
multiplicity: 2
electronic energy: -114957.7305 eV
LUMO level (alpha / beta): 4.111 / 3.909 eV

=====

Entry from OMol25: a molecular structure, C8HCl2F5O3PdS4Sb (ωB97M-V/def2-TZVPD).

The geometry in XYZ format:
```
25
Properties=species:S:1:pos:R:3
Pd -0.85 -0.85 0.19
S -0.43 -5.27 2.52
Sb -1.83 -3.59 2.04
S -0.64 -1.43 2.34
S -1.54 -2.92 -0.33
S -3.98 -3.48 2.66
Cl -4.53 1.55 -2.46
C -4.04 1.34 -0.78
Cl -3.58 2.88 -0.03
C -2.84 0.40 -0.65
O -2.78 -0.28 0.43
O -1.95 0.38 -1.51
H -4.88 0.94 -0.22
F 4.61 2.93 -0.43
C 3.73 1.92 -0.39
C 4.06 0.67 -0.90
F 5.28 0.49 -1.42
C 3.16 -0.37 -0.86
F 3.53 -1.56 -1.35
C 1.88 -0.23 -0.31
O 1.05 -1.25 -0.28
C 1.59 1.05 0.19
F 0.36 1.26 0.75
C 2.48 2.10 0.16
F 2.13 3.29 0.66
```

Values from the calculation:
charge: -1
ΔE to the lowest compared entry with this formula, charge and spin: 0.074 eV
frontier orbital gap: 5.76 eV
electronic energy: -106446.6981 eV
LUMO level: 0.206 eV

=====

Entry from OMol25: 2 unconnected molecules or ions with the total composition C9H22N2O3Si at a distorted geometry (ωB97M-V/def2-TZVPD).

The geometry in XYZ format:
```
37
Properties=species:S:1:pos:R:3
C 4.99 -2.25 1.45
Si 3.65 -0.85 1.24
C 4.62 0.79 1.16
C 2.84 -1.14 -0.47
O 2.58 -1.01 2.60
C 1.47 -0.13 2.53
O 1.56 1.12 2.55
N 0.12 -0.78 2.50
C -0.18 -0.97 1.04
N -1.66 -0.92 0.76
H 5.90 -1.76 1.93
H 5.20 -2.80 0.48
H 4.57 -3.00 2.22
H 5.16 1.07 2.12
H 5.44 0.67 0.35
H 4.00 1.70 0.83
H 1.96 -1.86 -0.48
H 2.61 -0.13 -0.95
H 3.65 -1.62 -1.14
H 0.24 -1.72 2.94
H 0.15 -2.03 0.73
H 0.39 -0.18 0.46
H -1.74 -0.37 -0.11
H -1.94 -1.88 0.49
C -4.79 2.20 -2.60
C -4.84 1.91 -1.12
C -4.16 0.56 -1.03
O -3.21 0.51 -2.10
C -3.44 1.61 -2.99
H -4.87 3.26 -2.85
H -5.59 1.67 -3.11
H -4.25 2.66 -0.57
H -5.85 1.91 -0.71
H -4.88 -0.25 -1.19
H -3.66 0.40 -0.08
H -2.63 2.33 -2.85
H -3.42 1.26 -4.02
```

Values from the calculation:
charge: 0
frontier orbital gap: 10.20 eV
electronic energy: -26690.3720 eV
LUMO level: 0.627 eV

=====

Q: What is the charge in the first record?
A: +1